No. 1
{
  "formula": "C7H10FP",
  "method": "wB97M-V/def2-TZVPD",
  "species": ["C", "C", "H", "H", "P", "C", "H", "H", "H", "C", "H", "C", "H", "H", "C", "F", "H", "H", "C"],
  "xyz": [[1.127, -0.197, -1.666], [-2.122, -1.008, 0.621], [-0.348, -2.066, 0.644], [1.390, 0.746, -2.146], [0.287, 0.171, 0.033], [-2.224, 1.280, -0.224], [3.016, -1.069, 1.740], [0.238, -0.690, -2.342], [-3.948, 0.242, 0.595], [-0.899, 1.376, -0.457], [-2.764, -1.945, 0.979], [-2.831, 0.160, 0.340], [4.312, -0.438, 0.748], [1.918, -0.883, -1.450], [-0.827, -1.177, 0.366], [-0.411, 2.583, -0.826], [-2.759, 2.253, -0.298], [3.374, 0.839, 1.913], [3.469, -0.176, 1.428]],
  "orbital_gap_ev": [6.96, 7.90],
  "e_lumo_ha": [0.005, -0.023],
  "e_homo_ev": [-6.8, -8.5],
  "total_energy_ev": -19422.602,
  "total_charge": 0
}

***

No. 2
{
  "formula": "C7H10N",
  "method": "wB97M-V/def2-TZVPD",
  "species": ["C", "H", "H", "C", "H", "N", "H", "C", "C", "C", "H", "H", "C", "H", "C", "H", "H", "H"],
  "xyz": [[2.592, -0.477, 0.346], [2.897, 0.095, -0.413], [-0.085, 2.671, 0.125], [0.247, -0.849, -1.010], [2.855, -1.538, 0.249], [0.931, -0.393, 0.256], [-2.817, 0.697, 0.300], [-0.066, -1.433, 0.328], [0.056, 1.881, -0.704], [-2.590, -0.439, 0.348], [1.034, 2.204, -1.142], [-0.779, 1.973, -1.306], [-0.111, 0.512, -0.188], [-2.917, -0.909, -0.538], [-1.148, -0.405, 0.212], [-0.111, -2.469, 0.515], [2.949, -0.155, 1.397], [-2.937, -0.966, 1.224]],
  "orbital_gap_ev": 10.68,
  "e_lumo_ha": -0.138,
  "e_homo_ev": -14.4,
  "total_energy_ev": -8897.947,
  "total_charge": 1
}

***

No. 3
{
  "formula": "C7H10N2",
  "method": "wB97M-V/def2-TZVPD",
  "species": ["H", "C", "C", "C", "H", "H", "H", "N", "C", "H", "H", "C", "C", "C", "H", "N", "H", "H", "H"],
  "xyz": [[0.066, 2.917, -0.775], [-0.618, -0.087, 0.267], [-0.775, 2.176, -0.611], [1.665, 0.398, -0.187], [0.557, -2.414, -2.201], [2.651, 0.444, -0.436], [-1.070, 1.516, -1.447], [1.225, 1.426, 0.308], [0.724, -1.949, -1.200], [1.853, -2.368, 1.937], [-0.566, 1.845, 1.433], [0.966, -2.150, 0.080], [-0.182, 1.367, 0.518], [0.615, -0.710, -0.286], [1.553, -3.829, 1.048], [1.439, -2.852, 1.159], [-1.615, 2.860, -0.356], [-1.509, -0.151, -0.517], [-1.016, -0.593, 1.231]],
  "orbital_gap_ev": 9.10,
  "e_lumo_ha": 0.031,
  "e_homo_ev": -8.2,
  "total_energy_ev": -10397.607,
  "total_charge": 0,
  "smiles": "C[C@H]1C[C@]2(C=N1)C=C2N"
}

***

No. 4
{
  "formula": "C7H10N2O",
  "method": "wB97M-V/def2-TZVPD",
  "species": ["C", "N", "C", "H", "H", "H", "C", "H", "H", "H", "C", "C", "O", "C", "H", "H", "H", "N", "H", "C"],
  "xyz": [[-0.782, -0.167, -0.121], [1.955, -0.244, -0.034], [-3.166, -0.819, 0.203], [0.713, 2.991, 0.041], [3.777, -1.228, 0.122], [1.688, -2.352, -0.217], [1.191, -1.396, -0.155], [3.823, 0.629, 0.168], [-3.314, -0.921, 1.283], [2.488, 2.643, 0.030], [1.478, 2.234, 0.018], [-2.113, 0.193, -0.054], [-2.537, 1.405, -0.149], [3.250, -0.284, 0.089], [-4.112, -0.448, -0.197], [-2.943, -1.801, -0.203], [-1.894, 2.114, -0.312], [-0.126, -1.309, -0.186], [-0.629, -2.199, -0.305], [1.253, 0.959, -0.019]],
  "orbital_gap_ev": [7.27, 6.68],
  "e_lumo_ha": [-0.370, -0.387],
  "e_homo_ev": [-17.3, -17.2],
  "total_energy_ev": -12425.330,
  "total_charge": 2
}

***

No. 5
{
  "formula": "C7H10N2O2",
  "method": "wB97M-V/def2-TZVPD",
  "species": ["H", "C", "H", "H", "C", "N", "C", "H", "C", "C", "H", "O", "H", "C", "N", "H", "H", "H", "C", "O", "H"],
  "xyz": [[-0.285, -2.651, 0.133], [-1.044, 1.518, 0.619], [-1.319, -0.757, 0.959], [-0.555, 2.471, 0.181], [0.027, -1.716, -0.287], [2.349, 1.019, -0.543], [1.991, 2.633, -2.464], [-2.067, 1.838, 0.753], [-1.248, -0.736, -0.120], [1.137, -0.978, 0.449], [-0.528, 1.139, 1.608], [0.950, 2.646, -1.778], [0.704, -0.765, 1.378], [1.399, 0.301, -0.194], [-0.925, 0.616, -0.464], [2.506, 3.055, -0.338], [2.093, -1.715, 0.541], [-2.219, -1.062, -0.479], [2.232, 2.264, -1.052], [2.510, 2.790, -3.458], [0.138, -1.754, -1.416]],
  "orbital_gap_ev": [8.04, 8.68],
  "e_lumo_ha": [0.001, 0.000],
  "e_homo_ev": [-8.0, -8.7],
  "total_energy_ev": -14489.948,
  "total_charge": 0
}

***

No. 6
{
  "formula": "C7H10N2O2Sn",
  "method": "wB97M-V/def2-TZVPD",
  "species": ["H", "Sn", "H", "N", "O", "C", "C", "C", "H", "O", "H", "N", "H", "H", "H", "C", "H", "C", "H", "H", "C", "C"],
  "xyz": [[3.138, -1.504, -0.102], [-1.783, -0.512, 2.124], [2.003, -1.474, 1.813], [-0.021, -2.679, 1.020], [0.518, -3.586, 0.428], [-1.070, 0.551, -1.642], [-0.578, 1.842, -1.358], [-2.417, 1.469, -0.029], [1.923, 0.358, 1.954], [-0.937, -1.970, 0.511], [3.296, 0.464, -0.052], [1.424, -0.333, -0.097], [-3.247, 1.683, 0.627], [0.980, -1.032, -0.523], [0.221, 2.344, -1.881], [2.728, -0.467, -0.038], [-2.721, -0.624, -0.758], [1.989, -0.458, 1.325], [-0.643, -0.123, -2.336], [-1.225, 3.357, 0.148], [-2.208, 0.306, -0.815], [-1.371, 2.388, -0.319]],
  "orbital_gap_ev": [3.84, 3.85],
  "e_lumo_ha": [0.221, 0.220],
  "e_homo_ev": [2.2, 2.1],
  "total_energy_ev": -20319.322,
  "total_charge": -2
}

***

No. 7
{
  "formula": "C7H10N2O3",
  "method": "wB97M-V/def2-TZVPD",
  "species": ["H", "H", "C", "H", "O", "H", "H", "C", "C", "H", "H", "H", "H", "O", "C", "O", "C", "C", "N", "C", "H", "N"],
  "xyz": [[-3.013, -1.178, -1.326], [-1.350, -0.330, 1.381], [1.029, -0.399, 0.066], [-0.699, 0.977, -1.105], [0.648, 1.888, 0.111], [-0.587, -1.731, -0.129], [3.947, 0.101, -0.676], [-3.128, -0.046, 0.446], [-0.316, -0.732, -0.220], [-3.324, 1.303, 0.424], [-3.029, 0.462, -1.569], [-4.164, -0.581, 0.822], [4.262, -0.363, 1.023], [-2.322, -0.665, 1.512], [-2.671, -0.175, -0.897], [2.841, -2.222, -0.181], [2.345, -1.000, 0.110], [1.473, 0.981, 0.121], [2.824, 1.256, 0.264], [3.353, -0.076, 0.364], [3.148, 2.383, 0.203], [-1.266, 0.147, -0.747]],
  "orbital_gap_ev": 8.16,
  "e_lumo_ha": -0.026,
  "e_homo_ev": -8.9,
  "total_energy_ev": -16537.810,
  "total_charge": 0
}

***

No. 8
{
  "formula": "C7H10N2O6",
  "method": "wB97M-V/def2-TZVPD",
  "species": ["C", "N", "H", "H", "C", "O", "H", "C", "H", "H", "H", "H", "H", "O", "C", "O", "C", "N", "C", "H", "H", "O", "O", "O", "C"],
  "xyz": [[0.871, 2.434, -0.527], [1.417, -1.454, 0.114], [-3.475, -2.480, 0.621], [-2.068, -1.077, -1.627], [-3.325, -1.432, 0.170], [-1.088, -0.648, -0.004], [-1.458, -2.549, -0.707], [-0.695, 0.506, -0.611], [1.459, 1.507, 1.910], [-3.185, -0.730, 0.870], [-0.090, 2.678, -0.987], [1.075, 3.153, 0.310], [1.670, 2.461, -1.304], [3.404, 1.437, 0.581], [0.849, 0.781, 1.448], [1.038, -1.828, -0.951], [0.582, 1.039, -0.054], [3.076, 0.367, 0.101], [-2.008, -1.607, -0.635], [0.387, 0.116, 2.128], [-4.213, -1.093, -0.308], [3.732, -0.491, -0.352], [1.747, -2.046, 1.092], [-1.393, 0.925, -1.523], [1.688, 0.030, 0.247]],
  "orbital_gap_ev": 10.49,
  "e_lumo_ha": -0.016,
  "e_homo_ev": -10.9,
  "total_energy_ev": -22678.086,
  "total_charge": 0,
  "smiles": "CCOC(=O)[C@@]1(C)CC1([N+](=O)[O-])[N+](=O)[O-]"
}

***

No. 9
{
  "formula": "C7H10N2O6",
  "method": "wB97M-V/def2-TZVPD",
  "species": ["H", "C", "O", "H", "N", "N", "H", "H", "C", "H", "O", "O", "H", "H", "C", "C", "O", "C", "C", "H", "H", "O", "C", "H", "O"],
  "xyz": [[-0.768, 0.348, -1.076], [-2.871, 0.549, 0.224], [-0.466, 2.215, -0.896], [0.386, 2.649, -0.659], [-4.431, 2.464, -0.453], [-0.680, -2.405, -0.430], [2.743, 0.706, -0.289], [2.634, -1.881, 0.199], [-0.466, 0.969, -0.225], [-2.189, -3.715, -0.338], [-3.147, -0.605, 0.191], [-1.475, -3.324, 0.281], [0.871, 0.270, 1.324], [-1.767, 2.114, 1.174], [-1.548, 0.999, 0.868], [0.907, 0.439, 0.176], [-0.958, -2.275, -1.674], [0.326, -1.960, 0.224], [1.115, -1.000, -0.486], [-1.315, 0.540, 1.911], [0.924, -0.988, -1.566], [1.888, 1.327, -0.197], [-3.713, 1.625, -0.183], [0.364, -2.246, 1.265], [2.458, -1.264, -0.519]],
  "orbital_gap_ev": 9.26,
  "e_lumo_ha": -0.012,
  "e_homo_ev": -9.6,
  "total_energy_ev": -22680.146,
  "total_charge": 0,
  "smiles": "N#CC(=O)C[C@@H](O)[C@H](O)[C@@H](O)/C=[N+](\\[O-])O"
}

***

No. 10
{
  "formula": "C7H10N2S",
  "method": "wB97M-V/def2-TZVPD",
  "species": ["C", "S", "H", "H", "N", "C", "H", "H", "C", "H", "H", "C", "H", "C", "C", "H", "H", "N", "H", "C"],
  "xyz": [[0.100, -0.311, -1.257], [2.017, 1.312, -2.187], [-1.188, -0.982, 2.541], [0.032, 0.128, 3.102], [-0.727, -0.237, -0.148], [1.547, 0.097, -0.958], [-0.604, 1.219, 1.310], [0.919, 1.910, -1.730], [-0.031, 0.247, 1.043], [-2.733, -0.533, 0.003], [1.472, 1.825, 0.615], [-0.151, -0.590, 2.282], [2.169, 0.238, 1.196], [-1.798, -0.808, -2.010], [-1.977, -0.490, -0.640], [-2.632, -0.869, -2.806], [0.548, -1.499, 2.389], [-0.529, -0.635, -2.360], [2.177, -0.731, -0.972], [1.389, 0.708, 0.588]],
  "orbital_gap_ev": 8.94,
  "e_lumo_ha": 0.026,
  "e_homo_ev": -8.2,
  "total_energy_ev": -21235.304,
  "total_charge": 0,
  "smiles": "C[C@H]1C[C@H](S)c2nccn21"
}

***

No. 11
{
  "formula": "C7H10N2S2",
  "method": "wB97M-V/def2-TZVPD",
  "species": ["C", "C", "N", "C", "N", "H", "H", "H", "H", "C", "S", "C", "H", "H", "C", "H", "H", "C", "H", "H", "S"],
  "xyz": [[-0.317, 2.150, -0.401], [0.370, 1.317, -1.249], [-0.924, 0.103, 0.421], [0.006, -0.345, -0.468], [1.529, 1.561, -2.019], [2.285, 1.085, -4.190], [-2.251, -0.276, 1.959], [-2.445, -1.484, 0.592], [0.233, -1.467, 1.778], [-1.711, -0.874, 1.193], [0.231, -1.981, -0.872], [-1.055, 1.438, 0.540], [-0.927, -1.459, 3.133], [1.790, -0.245, -3.088], [1.560, 0.833, -3.240], [-1.885, 1.884, 1.211], [0.569, 1.097, -3.713], [-0.731, -1.730, 2.068], [2.332, 1.263, -1.509], [-0.785, -2.889, 1.904], [-0.178, 3.972, -0.495]],
  "orbital_gap_ev": 4.15,
  "e_lumo_ha": 0.205,
  "e_homo_ev": 1.4,
  "total_energy_ev": -32067.571,
  "total_charge": -2,
  "smiles": "CCn1cc([S-])c(NC)c1[S-]"
}